No. 1
ORCA calculation (ωB97M-V/def2-TZVPD) on 2 unconnected molecules or ions with the total composition C4H13N2O2.

```
21
Properties=species:S:1:pos:R:3:forces:R:3
N -0.627 -0.991 0.157 2.58 2.37 -0.17
C 0.859 -1.001 0.018 2.09 -2.94 0.25
C 1.652 -0.036 0.893 0.92 -1.27 1.60
N 1.629 1.209 0.235 1.53 2.83 -0.36
C 0.655 2.204 0.609 0.69 1.87 3.35
C -0.355 2.524 -0.384 -0.40 0.67 -2.72
O -0.961 1.657 -0.960 -0.70 -1.29 0.03
H -1.101 -1.714 -0.252 -1.34 -2.77 -2.18
H -0.897 -0.097 -0.266 -0.81 0.79 0.18
H -0.831 -1.125 1.101 -0.72 0.55 2.26
H 1.245 -2.005 0.367 -0.88 0.62 -0.74
H 1.148 -0.862 -1.059 -0.49 -0.04 1.16
H 2.691 -0.476 1.063 -0.94 0.67 -1.35
H 1.474 -0.081 2.034 -1.02 0.45 -1.46
H 2.529 1.699 0.122 -0.59 -0.94 0.14
H 0.040 1.795 1.432 0.22 0.21 0.13
H 1.072 3.229 1.053 -0.42 -2.25 -0.94
H -0.525 3.534 -0.798 0.14 0.25 0.79
H -3.190 -4.164 -0.945 1.67 -0.06 0.32
H -1.658 -4.515 -1.028 1.99 -2.27 -2.01
O -2.273 -4.019 -0.589 -3.49 2.56 1.71
```
Forces are in eV/Å.

E_tot	-11426.075	eV
spin multiplicity	1
E_HOMO	-13.3	eV
total charge	+1

natural (NBO) atomic charge list, values in e, 6 entries: -0.67 -0.25 -0.27 -0.65 -0.34 0.45

No. 2
ORCA calculation (ωB97M-V/def2-TZVPD) on 3 unconnected molecules or ions with the total composition C4H13N2O3S.

```
23
Properties=species:S:1:pos:R:3:forces:R:3
O -0.938 1.968 0.034 -1.13 0.83 0.74
C 0.028 1.219 -0.095 -1.30 -0.38 -2.78
N 0.071 0.580 -1.332 3.88 -0.33 2.44
C 1.084 -0.503 -1.668 -1.43 -0.18 1.26
C 0.459 -1.920 -1.371 2.16 0.59 0.64
S 0.401 -2.386 0.424 -0.32 0.41 -0.45
C 0.994 1.111 1.010 2.46 -1.55 0.04
N 2.355 1.476 0.506 -0.29 1.20 -0.18
H -0.793 0.679 -1.780 -1.15 -0.17 -0.97
H 1.324 -0.522 -2.774 0.04 0.68 1.22
H 1.947 -0.328 -0.934 -0.95 -0.25 -1.64
H 1.331 -2.550 -1.794 -2.17 0.15 -0.10
H -0.582 -1.901 -1.768 1.02 -0.70 -0.43
H 1.118 -0.009 1.239 -0.59 1.38 0.03
H 0.705 1.707 1.898 -0.10 -0.47 -0.82
H 2.929 1.406 1.348 0.28 0.54 -0.64
H 2.368 2.449 0.073 0.10 -1.61 1.22
H -2.669 -1.163 -0.684 -0.20 3.07 -0.34
H -2.505 0.457 -0.460 0.81 0.44 1.13
O -2.909 -0.207 -0.993 -0.56 -3.43 -0.69
H -1.306 1.612 1.833 0.00 -0.33 -0.51
H -1.048 0.146 2.387 -0.04 0.18 -0.44
O -1.355 1.034 2.602 -0.53 -0.07 1.28
```
Forces are in eV/Å.

E_tot	-24317.551	eV
spin multiplicity	1
E_HOMO	-3.1	eV
total charge	-1

natural (NBO) atomic charge list, values in e, 6 entries: -0.72 0.69 -0.62 -0.26 -0.54 -0.72

No. 3
ORCA calculation (ωB97M-V/def2-TZVPD) on 3 unconnected molecules or ions with the total composition C4H13N2O3S.

```
23
Properties=species:S:1:pos:R:3:forces:R:3
C 1.321 -0.731 0.141 0.03 -1.08 1.18
N 0.283 -1.642 0.706 0.97 1.64 -1.62
C -0.928 -1.909 0.159 -0.29 -3.02 1.90
N -1.217 -1.599 -1.164 1.19 2.33 0.81
O -1.629 -2.690 0.827 -0.64 0.66 -0.96
C 0.885 0.742 0.124 0.23 -2.34 0.11
C 0.970 1.350 1.503 0.57 2.85 -0.92
S 0.228 3.069 1.362 0.07 -0.26 0.41
H 2.115 -0.925 0.896 0.13 0.56 -0.84
H 1.661 -1.100 -0.842 -0.17 0.09 0.36
H 0.450 -1.985 1.638 -0.57 0.02 -0.21
H -0.950 -0.597 -1.356 -0.91 -1.45 -0.23
H -2.122 -1.937 -1.444 -0.20 0.42 0.11
H 1.531 1.208 -0.639 -0.42 0.49 0.62
H -0.137 0.712 -0.243 -0.07 0.57 -0.08
H 0.590 0.898 2.409 -0.41 -0.81 -0.39
H 2.030 1.553 1.655 0.21 -0.24 0.34
H 0.390 -1.821 -2.808 -0.20 -0.08 0.26
H 0.569 -2.924 -1.761 -0.25 0.23 -0.02
O 0.859 -2.636 -2.629 0.88 -0.52 -0.68
H -0.848 2.789 -0.457 -0.51 -0.58 0.28
H -0.440 3.138 -1.764 -0.26 -0.24 -0.62
O -1.134 2.570 -1.397 0.62 0.77 0.19
```
Forces are in eV/Å.

E_tot	-24318.458	eV
spin multiplicity	1
E_HOMO	-3.2	eV
total charge	-1

natural (NBO) atomic charge list, values in e, 6 entries: -0.23 -0.63 0.76 -0.88 -0.70 -0.42

No. 4
ORCA calculation (ωB97M-V/def2-TZVPD) on 2 unconnected molecules or ions with the total composition C4H13N2OS.

```
21
Properties=species:S:1:pos:R:3:forces:R:3
N -0.003 -2.441 -0.649 1.29 -1.73 0.21
C -0.217 -1.002 -0.781 0.95 0.50 4.88
C 0.985 -0.097 -0.136 0.56 -1.70 1.30
S 2.742 -0.763 -0.406 -1.21 0.45 -0.39
C -1.518 -0.722 0.108 1.41 0.47 0.21
N -1.509 0.732 0.440 -2.22 -2.58 1.32
C -2.724 1.299 1.124 -0.01 -2.46 -2.43
H 0.966 -2.779 -0.908 -1.15 1.36 -0.28
H 0.031 -2.781 0.349 -0.52 1.24 -1.14
H -0.353 -0.607 -1.742 -0.30 -0.24 -1.81
H 0.884 0.969 -0.405 0.36 -0.72 -0.45
H 0.920 -0.155 1.004 -0.42 0.16 -1.44
H -1.383 -1.209 1.092 -0.05 -0.25 -0.50
H -2.407 -1.157 -0.389 0.04 0.49 0.14
H -1.318 1.130 -0.416 0.03 1.78 -2.11
H -3.655 1.415 0.490 1.07 0.53 0.01
H -2.270 2.200 1.450 -0.87 0.98 1.43
H -3.128 0.495 1.774 0.92 0.96 0.74
H 0.115 2.054 0.334 -0.80 1.63 0.55
H -0.891 3.325 0.504 -0.53 -0.42 0.09
O 0.006 3.050 0.365 1.46 -0.44 -0.31
```
Forces are in eV/Å.

E_tot	-20220.831	eV
spin multiplicity	1
E_HOMO	-2.5	eV
total charge	-1

natural (NBO) atomic charge list, values in e, 6 entries: -0.88 -0.06 -0.52 -0.73 -0.22 -0.63

No. 5
ORCA calculation (ωB97M-V/def2-TZVPD) on 2 unconnected molecules or ions with the total composition C4H13N2OS.

```
21
Properties=species:S:1:pos:R:3:forces:R:3
C -0.765 -1.148 0.230 0.58 -0.40 0.42
N 0.483 -0.392 0.416 -0.73 0.25 0.28
C 0.452 1.006 -0.069 0.27 -0.02 0.45
C 0.468 1.069 -1.583 0.16 0.21 -0.36
S 1.985 0.317 -2.279 -0.20 -0.08 0.04
C -1.912 -0.579 1.058 -0.65 0.08 -0.01
N -3.262 -1.108 0.737 0.88 0.54 0.61
H -0.573 -2.143 0.651 0.05 -0.08 -0.16
H -1.005 -1.338 -0.821 -0.30 0.41 -0.14
H 1.209 -0.808 -0.170 0.15 -0.13 -0.01
H -0.367 1.587 0.365 -0.34 -0.35 -0.02
H 1.332 1.454 0.404 0.22 0.14 -0.57
H -0.432 0.562 -1.956 0.05 -0.11 0.03
H 0.352 2.099 -1.938 0.14 0.08 0.21
H -1.719 -0.811 2.102 0.05 0.08 0.15
H -1.966 0.504 1.014 0.12 0.12 -0.22
H -3.329 -2.013 1.179 -0.27 -0.30 -0.52
H -3.348 -1.150 -0.266 -0.21 -0.45 -0.16
H 1.170 0.972 3.180 -0.01 -0.07 -0.10
H 0.661 -0.137 2.210 0.04 0.23 0.06
O 0.598 0.199 3.147 0.02 -0.14 0.04
```
Forces are in eV/Å.

E_tot	-20222.749	eV
spin multiplicity	1
E_HOMO	-2.8	eV
total charge	-1

natural (NBO) atomic charge list, values in e, 6 entries: -0.24 -0.68 -0.24 -0.54 -0.72 -0.23

No. 6
ORCA calculation (ωB97M-V/def2-TZVPD) on 2 unconnected molecules or ions with the total composition C4H13N2OS.

```
21
Properties=species:S:1:pos:R:3:forces:R:3
C -0.509 -0.854 -0.925 1.29 -0.58 0.58
N 0.561 0.008 -0.302 -2.62 1.80 -1.36
C 0.731 1.352 -0.953 -1.87 1.52 0.20
C 1.762 2.203 -0.207 -1.75 1.26 0.70
S 1.631 4.019 -0.719 0.63 -0.98 -0.32
C -1.178 -1.774 0.137 -0.68 -0.20 -1.55
N -0.259 -2.831 0.607 0.20 -0.66 1.38
H -0.121 -1.596 -1.649 0.20 0.47 -0.13
H -1.221 -0.213 -1.495 0.41 -0.36 0.80
H 1.496 -0.254 -0.266 1.55 -2.03 0.10
H 0.843 1.450 -2.100 0.28 -0.76 1.55
H -0.191 1.925 -0.752 -0.06 -0.38 -0.36
H 1.451 2.384 0.872 0.51 -1.25 -1.15
H 2.667 1.634 -0.297 1.31 0.39 0.17
H -1.711 -1.196 0.895 0.74 -0.47 0.26
H -2.046 -2.260 -0.392 0.76 0.11 0.13
H -0.479 -3.158 1.586 0.75 0.72 -1.76
H 0.769 -2.858 0.379 -1.97 0.71 0.48
H -1.483 1.148 2.478 1.43 2.97 2.24
H -1.030 0.360 1.225 1.88 0.47 -0.80
O -1.682 0.511 1.879 -2.99 -2.75 -1.15
```
Forces are in eV/Å.

E_tot	-20220.931	eV
spin multiplicity	1
E_HOMO	-2.4	eV
total charge	-1

natural (NBO) atomic charge list, values in e, 6 entries: -0.23 -0.68 -0.26 -0.53 -0.73 -0.23